Entry P
Here is 2 unconnected molecules or ions with the total composition C7H16N3 from OMol25. Energies are from ωB97M-V/def2-TZVPD.

Bonds (Å) are listed after each position.
Atoms and positions in Å:
1 C 3.4566 1.4899 -0.2491  C3 1.328, N8 1.189
2 C 2.4591 -0.3538 0.2675  C3 1.400, N9 1.336, H11 1.116
3 C 2.9637 0.3896 -0.8065  C1 1.328, C2 1.400, H12 1.052
4 C 1.4504 -2.1832 1.3886  N9 1.352, H13 1.057, H14 1.057, H15 1.158
5 C 1.6328 -2.0930 -0.9958  N9 1.397, H16 1.068, H17 1.121, H18 1.065
6 C -1.3409 1.2857 -0.6698  N10 1.432, H19 1.130, H20 1.107, H21 1.154
7 C -3.6424 1.7546 0.0997  N10 1.445, H22 1.066, H23 1.096, H24 1.158
8 N 4.0695 2.2437 0.4371  C1 1.189, H25 1.027
9 N 1.8869 -1.5611 0.2703  C2 1.336, C4 1.352, C5 1.397
10 N -2.3286 1.2129 0.3639  C6 1.432, C7 1.445, H26 1.091
11 H 2.3775 0.1617 1.2536  C2 1.116
12 H 3.0041 0.1370 -1.8267  C3 1.052
13 H 1.6992 -3.2047 1.2832  C4 1.057
14 H 1.7037 -1.8154 2.3471  C4 1.057
15 H 0.3179 -2.1804 1.6316  C4 1.158
16 H 0.9703 -1.4338 -1.5128  C5 1.068
17 H 2.5905 -2.3172 -1.5339  C5 1.121
18 H 1.0189 -2.9517 -0.8523  C5 1.065
19 H -1.7403 0.7494 -1.5808  C6 1.130
20 H -1.0543 2.3092 -0.9804  C6 1.107
21 H -0.3543 0.8119 -0.3039  C6 1.154
22 H -4.2799 1.5954 0.9387  C7 1.066
23 H -3.8486 2.7287 -0.3580  C7 1.096
24 H -4.0656 1.2211 -0.8368  C7 1.158
25 H 4.1806 3.2302 0.7005  N8 1.027
26 H -1.9335 1.5875 1.3094  N10 1.091

As for the orbital gap: 0.2540 hartree. As for the total charge: +1. As for the LUMO energy: -0.154 Ha. Its HOMO energy is -11.092 eV.

Atom charges from the Löwdin analysis, given in e for atoms 1 to 5: atom 1 (C): -0.10, atom 2 (C): -0.04, atom 3 (C): -0.02, atom 4 (C): -0.06, atom 5 (C): -0.02


Entry Q
Here is a gas-phase ion, C7H16N3 (charge +1) from OMol25. Energies are from ωB97M-V/def2-TZVPD.

Bonds (Å) are listed after each position.
Atoms and positions in Å:
1 C -0.3536 0.6586 0.1348  N8 1.314, N10 1.294
2 C -1.5018 -1.2534 0.0545  C3 1.556, N8 1.385, H11 1.099, H12 1.109
3 C -1.3510 -1.4617 -1.4804  C2 1.556, N9 1.361, H13 1.076, H14 1.094
4 C 0.3743 -1.2466 1.5545  N8 1.421, H15 1.082, H16 1.060, H17 1.056
5 C 0.9635 -2.0948 -1.6693  N9 1.437, H18 1.167, H19 1.123, H20 1.173
6 C -0.0199 2.9235 -0.4353  N10 1.454, H21 1.154, H22 1.012, H23 1.177
7 C 0.8261 2.2847 1.6878  N10 1.474, H24 1.088, H25 1.085, H26 1.086
8 N -0.4237 -0.5710 0.5923  C1 1.314, C2 1.385, C4 1.421
9 N -0.4219 -2.4550 -1.5428  C3 1.361, C5 1.437
10 N 0.1749 1.7945 0.4600  C1 1.294, C6 1.454, C7 1.474
11 H -2.3984 -0.6171 0.0616  C2 1.099
12 H -1.6256 -2.2785 0.4603  C2 1.109
13 H -2.2677 -1.8636 -1.8744  C3 1.076
14 H -0.8552 -0.5412 -1.8030  C3 1.094
15 H 0.8169 -2.1379 1.1290  C4 1.082
16 H 1.2540 -0.6590 1.6170  C4 1.060
17 H -0.0625 -1.4229 2.5000  C4 1.056
18 H 1.4217 -1.9145 -0.6118  C5 1.167
19 H 1.1653 -1.1727 -2.2772  C5 1.123
20 H 1.5728 -2.8889 -2.2801  C5 1.173
21 H -0.8693 2.7422 -1.1948  C6 1.154
22 H -0.2947 3.7142 0.1336  C6 1.012
23 H 0.9490 3.2626 -1.0112  C6 1.177
24 H 0.2374 2.9622 2.3020  C7 1.088
25 H 1.0641 1.4651 2.3570  C7 1.085
26 H 1.6255 2.7712 1.1359  C7 1.086

As for the orbital gap (alpha / beta): 0.2390 / 0.3391 hartree. As for the total charge: +1. As for the LUMO energy (alpha / beta): -0.214 / -0.132 Ha. Its HOMO energy (alpha / beta) is -12.339 / -12.815 eV.

Atom charges from the Löwdin analysis, given in e for atoms 1 to 5: atom 1 (C): 0.07, atom 2 (C): -0.15, atom 3 (C): -0.24, atom 4 (C): 0.00, atom 5 (C): -0.14


Short version: entry Q is the least stable of them.


Entry P
Here is a gas-phase ion, C3H7OS2 (charge -1) from OMol25. Energies are from ωB97M-V/def2-TZVPD.

Bonds (Å) are listed after each position.
Atoms and positions in Å:
1 O 2.8399 0.7894 0.1381  C2 1.327
2 C 1.7602 0.5068 0.8560  O1 1.327, C3 1.554, H7 1.144, H8 1.117
3 C 0.7431 -0.4273 0.1433  C2 1.554, C4 1.536, H9 1.104, H10 1.091
4 C -0.4232 0.3691 -0.4596  C3 1.536, S5 1.843, H11 1.091, H12 1.086
5 S -1.4437 -0.6425 -1.6134  C4 1.843, S6 2.060
6 S -3.0241 -1.3031 -0.4689  S5 2.060, H13 1.341
7 H 1.1176 1.3946 1.1823  C2 1.144
8 H 1.9667 0.0393 1.8493  C2 1.117
9 H 0.2803 -1.2027 0.7781  C3 1.104
10 H 1.2138 -0.9887 -0.6646  C3 1.091
11 H -0.0247 1.0964 -1.1692  C4 1.091
12 H -1.0450 0.8077 0.3149  C4 1.086
13 H -3.9608 -0.4390 -0.8863  S6 1.341

As for the structure (SMILES): [O-]CCCSS. As for the orbital gap: 0.1902 hartree. As for the total charge: -1. As for the LUMO energy: 0.102 Ha. Its HOMO energy is -2.395 eV.

Atom charges from the Löwdin analysis, given in e for atoms 1 to 5: atom 1 (O): -0.35, atom 2 (C): -0.60, atom 3 (C): -0.29, atom 4 (C): -0.58, atom 5 (S): 0.37


Entry Q
Here is 2 unconnected molecules or ions with the total composition C3H7OS2 from OMol25. Energies are from ωB97M-V/def2-TZVPD.

Bonds (Å) are listed after each position.
Atoms and positions in Å:
1 C -0.1418 0.8143 -0.0525  C2 1.524, C4 1.505, H7 1.142, H8 1.053
2 C 1.1265 0.7883 -0.8966  C1 1.524, O3 1.363, H9 1.110, H10 1.206
3 O 1.5434 2.0776 -1.0421  C2 1.363
4 C -0.9570 -0.4501 -0.0014  C1 1.505, S5 1.867, H11 1.139, H12 1.169
5 S -1.7573 -0.7007 1.6664  C4 1.867, S6 2.064
6 S -0.2012 -1.3556 2.8538  S5 2.064
7 H 0.2190 1.0196 1.0113  C1 1.142
8 H -0.7997 1.5997 -0.2973  C1 1.053
9 H 1.1572 0.0705 -1.7420  C2 1.110
10 H 1.8688 0.1578 -0.1852  C2 1.206
11 H -1.8606 -0.5011 -0.6922  C4 1.139
12 H -0.2761 -1.3820 -0.1893  C4 1.169
13 H 0.0788 -2.1383 -0.4328  no bonds

As for the orbital gap: 0.1446 hartree. As for the total charge: -1. As for the LUMO energy: 0.040 Ha. Its HOMO energy is -2.854 eV.

Atom charges from the Löwdin analysis, given in e for atoms 1 to 5: atom 1 (C): -0.32, atom 2 (C): -0.55, atom 3 (O): -0.35, atom 4 (C): -0.57, atom 5 (S): 0.27


Short version: entry Q is the least stable of them.


Entry P
Here is 2 unconnected molecules or ions with the total composition C5H14NO2 from OMol25. Energies are from ωB97M-V/def2-TZVPD.

Bonds (Å) are listed after each position.
Atoms and positions in Å:
1 C 0.2929 -0.1215 -0.9091  O2 1.442, C3 1.499, H8 1.086, H9 1.143
2 O 0.3941 1.3151 -0.9765  C1 1.442, H10 0.963
3 C -0.6074 -0.5788 0.1990  C1 1.499, C4 1.538, N7 1.563, H11 1.132
4 C 0.1159 -1.1623 1.4246  C3 1.538, C5 1.503, H12 1.123, H13 1.112
5 C 0.8539 -0.1940 2.3057  C4 1.503, C6 1.322, H14 1.105
6 C 2.1502 -0.3420 2.5215  C5 1.322, H15 1.105, H16 1.091
7 N -1.7608 0.4704 0.3056  C3 1.563, H17 1.018, H18 1.011, H19 1.007
8 H 0.0628 -0.5614 -1.8748  C1 1.086
9 H 1.4148 -0.3051 -0.7911  C1 1.143
10 H 0.8919 1.4676 -1.7864  O2 0.963
11 H -1.1547 -1.4482 -0.2764  C3 1.132
12 H 0.5910 -2.0607 0.9464  C4 1.123
13 H -0.5230 -1.6819 2.1714  C4 1.112
14 H 0.2052 0.5168 2.8482  C5 1.105
15 H 2.8029 -1.0979 2.0480  C6 1.105
16 H 2.6466 0.1442 3.3621  C6 1.091
17 H -1.9818 0.5970 -0.6799  N7 1.018
18 H -2.5808 0.1243 0.7850  N7 1.011
19 H -1.4919 1.3869 0.6231  N7 1.007
20 H -0.9379 -0.5515 -3.8905  O22 0.981
21 H -1.5331 0.8799 -3.4999  O22 0.961
22 O -0.7564 0.3147 -3.4673  H20 0.981, H21 0.961

As for the orbital gap: 0.3579 hartree. As for the total charge: +1. As for the LUMO energy: -0.129 Ha. Its HOMO energy is -13.258 eV.

Atom charges from the Löwdin analysis, given in e for atoms 1 to 5: atom 1 (C): -0.23, atom 2 (O): -0.07, atom 3 (C): -0.24, atom 4 (C): -0.17, atom 5 (C): -0.19


Entry Q
Here is 2 unconnected molecules or ions with the total composition C5H14NO2 from OMol25. Energies are from ωB97M-V/def2-TZVPD.

Bonds (Å) are listed after each position.
Atoms and positions in Å:
1 C -0.2811 1.0734 2.2154  O2 1.441, C3 1.555, H8 1.087, H9 1.083
2 O 0.0789 -0.3025 1.9829  C1 1.441, H10 0.944
3 C 0.1781 2.0306 1.0796  C1 1.555, C4 1.515, H11 1.068, H12 1.057
4 C 1.0070 1.4644 -0.0548  C3 1.515, C5 1.540, H13 1.058, H14 1.103
5 C 0.2646 0.4184 -0.9065  C4 1.540, N7 1.474, H15 1.084, H16 1.076
6 C 0.8361 -1.8655 -1.2654  N7 1.251, H17 1.079, H18 1.064
7 N 0.4920 -0.9689 -0.4633  C5 1.474, C6 1.251, H19 0.998
8 H -1.3369 1.2715 2.3824  C1 1.087
9 H 0.2304 1.3285 3.1349  C1 1.083
10 H -0.2456 -0.7883 2.7247  O2 0.944
11 H 0.5723 2.8780 1.5974  C3 1.068
12 H -0.7096 2.4210 0.6587  C3 1.057
13 H 1.3161 2.1992 -0.7510  C4 1.058
14 H 1.9076 0.9486 0.3181  C4 1.103
15 H -0.8184 0.4659 -0.9333  C5 1.084
16 H 0.5419 0.5407 -1.9388  C5 1.076
17 H 0.9632 -2.8752 -0.9064  C6 1.079
18 H 0.9483 -1.7372 -2.3159  C6 1.064
19 H 0.3633 -1.1814 0.5035  N7 0.998
20 H -2.2745 -2.0266 -1.7203  O22 0.972
21 H -2.2370 -3.0632 -2.7999  O22 0.976
22 O -1.7967 -2.2313 -2.5419  H20 0.972, H21 0.976

As for the orbital gap: 0.3843 hartree. As for the total charge: +1. As for the LUMO energy: -0.145 Ha. Its HOMO energy is -14.400 eV.

Atom charges from the Löwdin analysis, given in e for atoms 1 to 5: atom 1 (C): -0.18, atom 2 (O): -0.08, atom 3 (C): -0.15, atom 4 (C): -0.14, atom 5 (C): -0.11


Entry R
Here is 2 unconnected molecules or ions with the total composition C5H14NO2 from OMol25. Energies are from ωB97M-V/def2-TZVPD.

Bonds (Å) are listed after each position.
Atoms and positions in Å:
1 C 0.4238 1.9936 0.1969  C2 1.525, H8 1.093, H9 1.087, H10 1.078
2 C -0.0332 0.6099 0.6453  C1 1.525, C3 1.581, N7 1.448, H11 1.078
3 C -0.5083 -0.2168 -0.6157  C2 1.581, C4 1.827, C5 1.593, H12 1.093, H13 1.111
4 C -1.3221 -1.6108 0.2412  C3 1.827, C5 1.401, H14 1.079, H15 1.074
5 C -2.0004 -0.7730 -0.6537  C3 1.593, C4 1.401, O6 1.373, H16 1.077
6 O -2.8779 0.1652 -0.1691  C5 1.373, H18 0.966
7 N 1.0090 -0.1116 1.3460  C2 1.448, H17 1.008, H19 1.009
8 H -0.3655 2.5486 -0.3173  C1 1.093
9 H 1.2917 1.9490 -0.4554  C1 1.087
10 H 0.7106 2.5836 1.0523  C1 1.078
11 H -0.9131 0.7809 1.2436  C2 1.078
12 H 0.2758 -0.8529 -1.0343  C3 1.093
13 H -0.5355 0.5115 -1.4544  C3 1.111
14 H -1.4524 -1.4274 1.2968  C4 1.079
15 H -0.8472 -2.5103 -0.1036  C4 1.074
16 H -2.3138 -1.1009 -1.6303  C5 1.077
17 H 1.8763 0.4012 1.3851  N7 1.008
18 H -3.7470 -0.2153 0.0106  O6 0.966
19 H 0.7429 -0.3774 2.2827  N7 1.009
20 H 2.9465 -1.2830 -1.2560  O22 0.963
21 H 4.2131 -0.4341 -1.2749  O22 0.973
22 O 3.4267 -0.6300 -0.7357  H20 0.963, H21 0.973

As for the orbital gap: 0.2977 hartree. As for the total charge: +1. As for the LUMO energy: -0.191 Ha. Its HOMO energy is -13.304 eV.

Atom charges from the Löwdin analysis, given in e for atoms 1 to 5: atom 1 (C): -0.04, atom 2 (C): -0.42, atom 3 (C): -0.06, atom 4 (C): 0.22, atom 5 (C): -0.33


Short version: entry R is the least stable of them.


Entry P
Here is 2 unconnected molecules or ions with the total composition C5H14NO2 from OMol25. Energies are from ωB97M-V/def2-TZVPD.

Bonds (Å) are listed after each position.
Atoms and positions in Å:
1 O 1.8481 1.3046 1.6925  C2 1.424, H8 0.959
2 C 1.5078 1.2124 0.3124  O1 1.424, C3 1.543, H9 1.078, H10 1.086
3 C 0.0746 0.6412 0.2713  C2 1.543, N4 1.541, C7 1.507, H11 1.080
4 N 0.2704 -0.7533 0.8982  C3 1.541, C5 1.504, H12 1.019, H13 1.018
5 C 0.4231 -1.7001 -0.2600  N4 1.504, C6 1.525, H14 1.081, H15 1.089
6 C 0.5537 -0.8225 -1.5006  C5 1.525, C7 1.536, H16 1.098, H17 1.083
7 C -0.4252 0.2942 -1.1078  C3 1.507, C6 1.536, H18 1.087, H19 1.071
8 H 1.9529 2.2021 2.0130  O1 0.959
9 H 1.5397 2.1882 -0.1439  C2 1.078
10 H 2.2260 0.5605 -0.1756  C2 1.086
11 H -0.4908 1.2487 0.9628  C3 1.080
12 H 1.1311 -0.6720 1.4370  N4 1.019
13 H -0.4365 -1.0314 1.5764  N4 1.018
14 H -0.5261 -2.1988 -0.3974  C5 1.081
15 H 1.1260 -2.5086 -0.0673  C5 1.089
16 H 0.1466 -1.3695 -2.3613  C6 1.098
17 H 1.4587 -0.4487 -1.9623  C6 1.083
18 H -0.4200 1.1619 -1.7632  C7 1.087
19 H -1.4316 -0.0727 -1.0905  C7 1.071
20 H -3.6218 -0.2553 -0.0150  O22 0.969
21 H -3.7931 0.8101 1.0146  O22 0.972
22 O -3.1139 0.2088 0.6668  H20 0.969, H21 0.972

As for the orbital gap: 0.4381 hartree. As for the total charge: +1. As for the LUMO energy: -0.102 Ha. Its HOMO energy is -14.703 eV.

Atom charges from the Löwdin analysis, given in e for atoms 1 to 5: atom 1 (O): -0.05, atom 2 (C): -0.18, atom 3 (C): -0.21, atom 4 (N): 0.11, atom 5 (C): -0.08


Entry Q
Here is 2 unconnected molecules or ions with the total composition C5H14NO2 from OMol25. Energies are from ωB97M-V/def2-TZVPD.

Bonds (Å) are listed after each position.
Atoms and positions in Å:
1 O -0.7712 -2.1802 1.4748  C2 1.193
2 C -0.0429 -1.2357 1.4693  O1 1.193, C3 1.594, H8 1.127
3 C 0.4390 -0.6953 0.0496  C2 1.594, C4 1.578, N7 1.515, H9 1.148
4 C -0.4752 0.5822 -0.0968  C3 1.578, C5 1.534, C6 1.536, H10 1.193
5 C 0.1068 1.7315 -0.9300  C4 1.534, H11 1.125, H12 1.043, H13 1.135
6 C -1.9510 0.2511 -0.3642  C4 1.536, H14 1.132, H15 1.081, H16 1.138
7 N 0.1123 -1.7586 -0.9793  C3 1.515, H17 1.062, H18 1.000, H19 1.010
8 H 0.3673 -0.5961 2.3020  C2 1.127
9 H 1.5514 -0.4166 -0.0027  C3 1.148
10 H -0.5692 1.0128 1.0115  C4 1.193
11 H -0.7187 2.4598 -0.7003  C5 1.125
12 H 0.2569 1.5419 -1.9444  C5 1.043
13 H 1.1848 1.9315 -0.6353  C5 1.135
14 H -2.4721 -0.5678 0.2182  C6 1.132
15 H -2.2347 0.0696 -1.3916  C6 1.081
16 H -2.6519 1.1050 -0.0898  C6 1.138
17 H 0.2893 -2.7109 -0.5426  N7 1.062
18 H -0.8256 -1.9159 -1.2880  N7 1.000
19 H 0.5839 -1.6803 -1.8688  N7 1.010
20 H 2.8765 1.5744 0.8351  O22 0.953
21 H 2.5679 0.6083 2.2031  O22 0.993
22 O 2.3763 0.8893 1.2703  H20 0.953, H21 0.993

As for the orbital gap: 0.4008 hartree. As for the total charge: +1. As for the LUMO energy: -0.125 Ha. Its HOMO energy is -14.298 eV.

Atom charges from the Löwdin analysis, given in e for atoms 1 to 5: atom 1 (O): 0.10, atom 2 (C): -0.19, atom 3 (C): -0.20, atom 4 (C): -0.39, atom 5 (C): -0.05


Short version: entry Q is the least stable of them.